a.
The following is a quantum chemistry calculation of CH2O2S2 in the gas phase, from the Open Molecules 2025 dataset.

Output
LUMO level (alpha / beta) ... -0.82 / -0.82 eV
Charge ... 0
Spin multiplicity ... 1
Orbital gap (alpha / beta) ... 8.427 / 8.426 eV

Cartesian coordinates (Å):
C -0.1249 0.4720 -0.1335
O -1.7225 -1.4070 -0.5156
O 0.3654 1.7119 -0.1296
S 1.5877 -0.9945 -0.1386
S -1.6938 -0.0027 -0.1984
H 0.9797 1.7741 0.5823
H 0.6084 -1.5537 0.5334

***

b.
The following is a quantum chemistry calculation of a 2-piece molecular cluster, CH2O2S2 overall, from the Open Molecules 2025 dataset.

Output
LUMO level ... 0.61 eV
Charge ... 0
Spin multiplicity ... 1
Orbital gap ... 10.012 eV

Cartesian coordinates (Å):
C -1.6752 -0.8155 -4.2094
O -0.3691 -0.4271 -0.9401
O -1.3825 -1.8124 -3.7727
S 0.8637 1.0341 1.2915
S 1.1142 0.1887 -0.5333
H 1.0841 -0.0365 2.0709
H -0.8953 0.2076 -1.4446

***

What should be chosen as the least stable of them? Choose a.

***

a.
The following is a quantum chemistry calculation of a 2-piece molecular cluster, C8H16O2 overall, from the Open Molecules 2025 dataset.

Output
LUMO level ... 0.88 eV
Charge ... 0
Spin multiplicity ... 1
SMILES string ... C1CCOC1.C1CCOC1
Orbital gap ... 10.742 eV

Cartesian coordinates (Å):
C 0.0261 -1.4367 0.2928
C 0.2347 -1.5113 -1.1640
C 0.2162 -2.9789 -1.5395
O -0.7694 -3.4084 -0.6429
C -0.3223 -2.9176 0.5992
H -0.8974 -0.8542 0.4757
H 0.8413 -0.9670 0.8761
H 1.1886 -1.0892 -1.5346
H -0.5898 -0.9907 -1.6881
H 1.2185 -3.4429 -1.4652
H -0.1424 -3.1167 -2.5777
H -1.0851 -3.0209 1.3947
H 0.6136 -3.3796 0.9683
C 1.0078 2.5289 0.2695
C 0.2267 2.0273 1.4664
C -1.2931 2.2009 0.9625
O -1.1632 2.8998 -0.2485
C -0.0048 2.3503 -0.8288
H 1.8068 1.7723 0.1491
H 1.4890 3.5255 0.2941
H 0.3426 2.6867 2.3480
H 0.4609 0.9937 1.7861
H -1.7835 2.7732 1.7733
H -1.8652 1.2643 0.8181
H -0.0521 1.2586 -1.0057
H 0.2954 2.8326 -1.7790

***

b.
The following is a quantum chemistry calculation of C8H16O2 as an isolated structure, from the Open Molecules 2025 dataset.

Output
LUMO level (alpha / beta) ... -0.74 / -0.74 eV
Charge ... 0
Spin multiplicity ... 1
Orbital gap (alpha / beta) ... 7.818 / 7.823 eV

Cartesian coordinates (Å):
C -1.0962 1.1539 0.1920
C -1.4564 2.5352 -0.3630
C 0.9374 1.0597 -1.3989
C 0.4182 0.8195 0.0193
O -1.3897 1.1025 1.5765
O 1.1421 1.2577 0.9710
H -0.5342 1.3315 1.9948
H -1.7183 0.4027 -0.3091
H -2.4628 2.7897 -0.0314
H -1.4380 2.5545 -1.4525
H -0.7634 3.2831 0.0218
H 0.3474 0.5374 -2.1555
H 1.9893 0.7817 -1.4558
H 0.8937 2.1252 -1.6180
C 0.3845 -1.5021 1.7792
C -0.4595 -2.0670 -0.6303
C 0.5593 -1.1926 0.3115
C 1.6236 -1.7470 -0.3407
H 1.1682 -0.9902 2.3324
H 0.4476 -2.5733 1.9812
H -0.5807 -1.1338 2.1215
H -1.3877 -1.8630 -0.1034
H -0.5133 -1.6762 -1.6395
H -0.3362 -3.1542 -0.6216
H 1.8213 -1.5702 -1.3886
H 2.4038 -2.2647 0.2072

***

What should be chosen as the least stable of them? Choose b.

***

a.
The following is a quantum chemistry calculation of C5H4O3 in the gas phase, from the Open Molecules 2025 dataset.

Output
LUMO level ... -0.36 eV
Charge ... 0
Spin multiplicity ... 1
SMILES string ... C#CCC(=O)C(=O)O
Orbital gap ... 9.623 eV

Cartesian coordinates (Å):
C 3.0860 -0.2932 0.7856
C 2.1899 -0.3354 0.0234
C 1.0720 -0.0022 -0.8375
C -0.2281 0.6362 -0.2996
O -0.4788 1.8167 -0.1646
C -1.2877 -0.4142 0.0414
O -1.3634 -1.5177 -0.3895
O -2.1624 0.1565 0.8573
H 3.9167 -0.3148 1.4553
H 1.3220 0.6512 -1.6628
H 0.6213 -0.9595 -1.3113
H -2.8153 -0.5684 0.8136

***

b.
The following is a quantum chemistry calculation of C5H4O3 in the gas phase, from the Open Molecules 2025 dataset.

Output
LUMO level ... 0.23 eV
Charge ... 0
Spin multiplicity ... 1
SMILES string ... O=C1OC=CC=CO1
Orbital gap ... 9.072 eV

Cartesian coordinates (Å):
O 2.4537 -0.0015 -0.1180
C 1.2721 0.0288 -0.0397
O 0.6331 -1.1340 0.0538
C -0.6654 -1.5066 0.0629
C -1.7650 -0.7915 -0.0511
C -1.8045 0.6844 -0.0664
C -0.7385 1.5358 -0.0006
O 0.5792 1.1970 0.1464
H -0.7141 -2.6005 0.1451
H -2.6574 -1.3910 -0.0998
H -2.8299 1.1741 -0.1953
H -0.9185 2.6205 0.0625

***

What should be chosen as the least stable of them? Choose a.